Record 1
A 2-piece molecular cluster, C2H3ClS2 overall in a non-equilibrium geometry. Source: the Open Molecules 2025 dataset; level of theory: ωB97M-V with the def2-TZVPD basis set.

Structure (XYZ):
```
8
Properties=species:S:1:pos:R:3:forces:R:3:lowdin_charge:R:1
C -0.217 -0.358 -0.285 0.7 -2.1 0.8 -1.379
C 0.837 0.326 0.456 -0.4 1.5 2.0 -0.678
S -0.296 -2.022 -0.091 0.2 1.1 -0.2 0.595
S -1.298 0.490 -1.268 -0.5 0.6 -0.4 0.780
Cl 1.382 1.978 -0.041 -0.8 -0.9 0.3 0.504
H 1.787 -0.211 0.587 -1.0 -0.2 0.6 0.042
H -0.239 0.459 2.102 2.1 -0.1 -2.7 0.251
H -1.957 -0.661 -1.460 -0.3 0.2 -0.3 -0.114
```
Positions in Å, forces in eV/Å.

Computed properties:
Orbital gap (spin up / spin down) in eV: 7.117 / 7.355

Record 2
C30H33AsHgSb3Se4 as an isolated structure in a non-equilibrium geometry. Source: the Open Molecules 2025 dataset; level of theory: ωB97M-V with the def2-TZVPD basis set.

Structure (XYZ):
```
72
Properties=species:S:1:pos:R:3:forces:R:3:lowdin_charge:R:1
Hg -0.097 -0.290 0.130 -0.6 0.5 -2.8 0.193
C -2.189 3.387 -1.078 0.0 0.1 0.0 -0.340
Sb -1.740 2.267 0.703 -0.4 -0.1 -0.1 1.280
C -2.467 3.707 2.102 0.1 0.0 -0.1 -0.310
C -3.587 1.088 0.570 0.1 0.1 0.1 -0.349
C -4.259 0.800 1.883 -0.1 0.0 -0.1 -0.277
C -5.205 1.751 2.296 0.0 0.0 0.0 -0.076
C -5.905 1.644 3.480 0.0 0.0 0.0 -0.082
C -5.670 0.553 4.303 0.0 0.0 0.0 -0.081
C -4.741 -0.392 3.914 0.0 0.0 0.0 -0.051
C -4.023 -0.305 2.713 0.0 0.0 0.1 -0.232
C -3.010 -1.425 2.539 0.0 0.2 0.0 -0.316
Sb -2.187 -2.110 0.681 -0.4 -0.2 0.3 1.235
C -1.382 -3.913 1.468 -0.1 0.0 -0.1 -0.296
C -3.986 -2.854 -0.198 0.0 -0.1 -0.1 -0.303
H -3.060 4.017 -0.890 0.0 0.0 0.0 0.006
H -2.411 2.716 -1.909 0.0 0.0 0.0 -0.020
H -1.343 4.019 -1.350 0.0 0.0 0.0 0.001
H -3.401 4.114 1.715 0.0 0.0 0.1 0.005
H -1.731 4.505 2.190 0.0 0.0 0.0 0.006
H -2.628 3.253 3.076 0.0 0.0 0.0 0.014
H -3.361 0.198 -0.017 0.0 0.0 0.0 -0.023
H -4.244 1.708 -0.042 0.0 0.0 0.0 0.057
H -5.392 2.600 1.647 0.0 0.0 0.0 0.107
H -6.624 2.404 3.758 0.0 0.0 0.0 0.104
H -6.205 0.436 5.236 0.0 0.0 0.0 0.104
H -4.539 -1.232 4.570 0.0 0.0 0.0 0.115
H -3.443 -2.342 2.944 0.0 0.0 0.0 0.057
H -2.137 -1.205 3.161 0.1 0.0 -0.1 0.043
H -2.147 -4.405 2.068 0.0 0.0 0.0 0.014
H -0.514 -3.690 2.086 0.0 0.1 0.0 -0.002
H -1.088 -4.563 0.646 0.0 0.0 0.0 0.007
H -4.460 -3.549 0.496 0.0 0.0 0.0 0.014
H -3.760 -3.375 -1.129 0.0 0.0 0.0 -0.005
H -4.667 -2.028 -0.403 0.0 0.0 0.0 0.004
C 0.914 -4.050 -3.931 0.0 0.0 0.0 -0.079
C 1.881 -3.092 -3.664 0.0 0.0 0.0 -0.069
C 1.509 -1.817 -3.254 0.0 0.0 0.0 -0.090
C 0.164 -1.501 -3.117 -0.1 0.0 -0.1 -0.396
C -0.805 -2.470 -3.363 0.0 0.0 0.0 -0.131
C -0.431 -3.741 -3.776 0.0 0.0 0.0 -0.081
As -0.445 0.261 -2.550 0.7 -0.3 0.1 1.259
C -1.265 0.857 -4.196 -0.2 0.1 0.1 -0.314
C -2.510 0.511 -4.692 0.1 0.0 0.0 -0.093
C -2.902 1.003 -5.931 0.0 0.0 0.0 -0.075
C -2.045 1.826 -6.650 0.0 0.0 0.0 -0.066
C -0.801 2.171 -6.145 0.0 0.0 0.0 -0.014
C -0.399 1.700 -4.900 0.0 0.0 0.1 -0.185
C 0.880 2.011 -4.220 -0.1 0.0 0.0 -0.190
C 1.860 2.881 -4.680 0.0 0.0 0.0 -0.017
C 2.994 3.111 -3.913 0.0 0.0 0.0 -0.063
C 3.161 2.485 -2.684 -0.1 0.0 0.0 -0.064
C 2.183 1.617 -2.213 0.1 0.0 0.0 -0.098
C 1.060 1.377 -2.987 0.0 0.1 -0.1 -0.343
H 1.207 -5.039 -4.258 0.0 0.0 0.0 0.106
H 2.930 -3.332 -3.774 0.0 0.0 0.0 0.109
H 2.268 -1.073 -3.050 0.0 0.0 0.0 0.098
H -1.857 -2.230 -3.247 0.0 0.0 0.0 0.089
H -1.189 -4.487 -3.976 0.0 0.0 0.0 0.105
H -3.171 -0.134 -4.127 0.0 0.0 0.0 0.101
H -3.873 0.746 -6.332 0.0 0.0 0.0 0.106
H -2.353 2.207 -7.615 0.0 0.0 0.0 0.108
H -0.139 2.805 -6.722 0.0 0.0 0.0 0.110
H 1.739 3.389 -5.628 0.0 0.0 0.0 0.109
H 3.752 3.796 -4.271 0.0 0.0 0.0 0.108
H 4.042 2.674 -2.086 0.0 0.0 0.0 0.112
H 2.312 1.136 -1.250 0.0 0.0 0.0 0.093
Se 4.552 0.130 3.735 -0.4 -0.3 -0.1 -0.176
Sb 2.312 -0.540 4.287 1.2 1.2 0.5 -0.402
Se 2.293 -2.902 4.993 -0.1 -0.4 0.0 0.079
Se 1.096 0.749 5.913 -0.1 -0.4 -0.4 -0.150
Se 0.711 -0.480 2.250 0.3 -0.4 2.6 -0.197
```
Positions in Å, forces in eV/Å.

Computed properties:
Orbital gap (spin up / spin down) in eV: 5.186 / 5.150
2S+1: 2

Record 3
C25H27N3O3Sn as an isolated structure in a non-equilibrium geometry. Source: the Open Molecules 2025 dataset; level of theory: ωB97M-V with the def2-TZVPD basis set.

Structure (XYZ):
```
59
Properties=species:S:1:pos:R:3:forces:R:3:lowdin_charge:R:1
Sn -0.553 -0.600 -0.059 -0.8 1.6 1.4 1.421
C -5.558 0.163 -0.924 0.9 -0.4 -0.1 -0.061
O -5.554 -1.040 -0.161 0.0 -0.7 -0.4 -0.090
C -4.875 -1.092 1.011 0.6 0.7 2.3 -0.193
C -5.550 -1.622 2.139 -0.1 0.9 -0.8 0.004
C -5.097 -1.416 3.446 1.2 -0.3 0.6 -0.089
C -3.834 -0.880 3.624 -1.2 -1.0 -1.2 -0.068
C -3.003 -0.629 2.535 0.5 0.0 -0.2 -0.163
C -1.627 -0.483 2.907 0.9 0.9 -0.5 -0.035
N -0.642 -0.168 2.111 -0.9 -0.6 -1.0 -0.144
N 0.500 0.304 2.664 1.6 1.0 -0.1 0.057
C 1.393 0.720 1.769 -0.4 0.0 1.8 -0.435
O 1.369 0.437 0.511 -0.9 -0.3 -0.7 -0.203
C 2.543 1.571 2.300 1.0 -1.1 -0.7 -0.127
C 3.656 1.744 1.437 -1.6 -0.6 -0.3 -0.038
C 4.829 2.278 1.878 0.7 0.8 0.4 -0.095
C 4.927 2.691 3.205 -0.1 -0.6 0.7 -0.091
C 3.874 2.522 4.118 -0.7 -0.2 -1.3 -0.057
C 2.677 1.940 3.633 0.6 0.4 -0.1 -0.034
C -3.506 -0.576 1.210 -1.9 -1.2 -0.2 -0.295
O -2.846 -0.166 0.177 1.8 -0.2 -0.8 -0.221
H -5.828 1.004 -0.307 0.0 0.4 0.3 0.093
H -6.280 0.051 -1.714 -0.5 -0.2 -0.1 0.083
H -4.586 0.297 -1.405 -0.1 0.3 0.3 0.080
H -6.528 -2.069 2.006 0.1 0.0 -0.3 0.113
H -5.564 -1.812 4.351 -0.4 0.3 -0.6 0.105
H -3.397 -0.738 4.563 0.3 -0.1 1.5 0.087
H -1.342 -0.578 3.966 -0.3 0.3 -0.3 0.141
H 3.510 1.395 0.424 0.2 0.1 -0.1 0.106
H 5.711 2.457 1.248 -0.6 -0.4 0.1 0.112
H 5.916 3.003 3.495 0.0 0.5 0.5 0.094
H 3.885 2.858 5.153 0.4 -0.1 -0.2 0.100
H 1.848 1.766 4.284 -0.3 0.0 0.4 0.095
C 1.162 4.309 -4.340 0.4 1.1 0.4 -0.104
C 2.222 3.893 -5.109 -0.3 -1.4 -0.6 -0.091
C 2.645 2.564 -5.005 0.6 1.0 0.2 -0.105
C 2.173 1.742 -4.024 -1.4 -0.2 1.1 -0.095
C 1.075 2.134 -3.225 0.8 0.9 -0.9 -0.067
C 0.620 3.439 -3.406 -0.1 0.1 0.9 -0.103
H 0.880 5.380 -4.313 0.0 -0.8 -0.2 0.113
H 2.745 4.475 -5.834 0.0 0.7 -0.3 0.094
H 3.494 2.263 -5.584 0.3 -0.2 -0.3 0.096
H 2.698 0.848 -3.777 0.1 -0.8 -0.2 0.090
H 0.652 1.518 -2.442 0.2 0.0 0.0 0.070
H 0.006 3.904 -2.644 -0.6 -0.3 -0.2 0.101
C 0.798 -2.496 -2.127 -1.9 -0.7 -0.2 -0.099
C 0.429 -3.348 -0.898 -0.6 0.5 -0.1 -0.797
C -0.408 -4.527 -1.388 0.1 -1.2 1.1 -0.057
C 1.673 -3.771 -0.140 1.8 -1.9 0.2 -0.062
N -0.286 -2.611 0.123 -0.2 -0.4 -0.4 -0.012
H 1.318 -3.112 -2.880 -0.3 0.5 0.1 0.098
H 1.397 -1.717 -1.771 1.4 1.3 0.2 0.027
H -0.170 -2.015 -2.495 1.3 -0.8 -0.1 0.085
H 0.174 -5.022 -2.195 -0.6 0.1 0.4 0.089
H -1.409 -4.218 -1.750 0.6 -0.1 0.2 0.090
H -0.521 -5.238 -0.507 -0.1 0.7 -1.3 0.101
H 2.415 -4.302 -0.805 -0.9 0.4 0.3 0.106
H 1.511 -4.502 0.704 -0.3 1.0 -0.8 0.103
H 2.238 -2.924 0.236 -0.2 0.3 0.2 0.076
```
Positions in Å, forces in eV/Å.

Computed properties:
Orbital gap (spin up / spin down) in eV: 5.086 / 6.027

Number 1: electronic energy -36311.459 eV. Number 2: electronic energy -377654.072 eV. Number 3: electronic energy -42802.484 eV.